The following is a quantum chemistry calculation of a molecular structure, C18H53AsF6O8 at a distorted geometry, from the OMol25 dataset.

Structure (ORCA input):
```
! wB97M-V def2-TZVPD RIJCOSX def2/J DEFGRID3
* xyz 0 1
O 7.85575 8.59674 8.94590
H 7.52330 9.32370 9.54290
H 8.33569 8.93225 8.17016
H 8.49454 8.01502 9.47103
As 6.07829 7.07090 12.31350
F 5.97142 6.67519 10.63604
F 7.68432 6.39503 12.43459
F 6.27870 7.87760 13.89819
F 4.45926 7.80429 12.25951
F 5.38362 5.56733 12.90213
F 6.70282 8.63480 11.76269
C 6.30588 3.10057 11.38629
C 5.99918 2.42175 12.69609
O 7.20808 2.07067 13.37294
H 6.89649 2.44830 10.74491
H 6.78325 4.06337 11.57338
H 5.40843 3.43172 10.85940
H 5.27813 1.61181 12.51322
H 5.38541 3.00604 13.39102
H 6.92673 1.62343 14.17730
C 3.72967 6.39969 15.70492
C 3.52300 7.85301 16.04897
O 4.76601 8.53614 16.28330
H 4.60421 6.10129 16.28186
H 3.83546 6.34346 14.62535
H 2.86208 5.83814 16.05535
H 2.99052 8.05800 16.97848
H 3.03263 8.40355 15.23820
H 5.37041 8.35662 15.54629
C 1.49548 5.49414 11.37890
C 1.41228 3.98629 11.55780
O 0.45271 3.51786 10.61515
H 0.53394 6.00088 11.46340
H 1.75396 5.74088 10.33843
H 2.28248 5.99751 11.94831
H 0.98086 3.76149 12.53434
H 2.38504 3.52025 11.36665
H 0.74451 3.86076 9.76417
C 5.17835 12.84875 10.05808
C 6.49918 12.11259 9.92268
C 7.28324 12.23627 11.22829
O 6.20908 10.71494 9.74257
H 4.73348 13.01158 9.07113
H 5.22371 13.90250 10.35202
H 4.49314 12.38472 10.76698
H 7.04810 12.50311 9.06480
H 7.33983 13.28796 11.51997
H 8.29731 11.83347 11.24093
H 6.75023 11.73037 12.03534
H 5.27821 10.57582 9.97514
C 1.04398 9.53430 10.48290
C 2.33287 10.29183 10.79597
C 2.59719 10.42917 12.25644
O 3.43745 9.63504 10.17743
H 0.68135 9.70296 9.46794
H 0.25466 9.78036 11.19473
H 1.19166 8.45185 10.51715
H 2.32693 11.28343 10.33192
H 2.53682 9.46164 12.76911
H 1.79439 10.96519 12.77454
H 3.55235 10.86209 12.55128
H 3.63939 8.81719 10.65719
C 8.12075 5.42481 8.44702
C 9.18121 5.38890 9.56454
C 10.52443 4.80911 9.13937
O 9.39682 6.73426 10.01104
H 8.33426 6.26674 7.78502
H 7.13670 5.48420 8.90722
H 8.11880 4.54433 7.80488
H 8.76841 4.77011 10.36378
H 10.41930 3.79161 8.76520
H 11.10135 4.75885 10.06535
H 11.00823 5.45480 8.40835
H 9.57843 6.71828 10.95992
C 9.56991 6.92274 14.99533
C 8.92771 6.16928 16.15777
C 7.58946 5.52803 15.85263
O 9.80602 5.13228 16.58961
H 8.80073 7.61146 14.63122
H 9.60968 6.26644 14.11794
H 10.54714 7.29183 15.28598
H 8.73238 6.86741 16.97606
H 7.69695 5.00220 14.89342
H 6.72113 6.15659 15.64997
H 7.25645 4.81302 16.60351
H 9.90267 4.50992 15.86125
*
```

Computed properties:
- E_HOMO (hartree) = -0.3416
- lowest unoccupied orbital energy (eV) = -0.709
- ΔE to the lowest compared entry with this formula, charge and spin (eV) = 0.000
- HOMO-LUMO gap (Eh) = 0.316

Mulliken atomic charge list, values in e, 5 entries: number 1, O, carries -0.29; number 2, H, carries 0.35; number 3, H, carries 0.42; number 4, H, carries 0.64; number 5, As, carries 2.33



The following is a quantum chemistry calculation of 8 unconnected molecules or ions with the total composition C18H53NO8 at a distorted geometry, from the OMol25 dataset.

Structure (ORCA input):
```
! wB97M-V def2-TZVPD RIJCOSX def2/J DEFGRID3
* xyz -1 2
C -10.49649 -2.67172 28.85341
C -9.84180 -2.43519 27.44088
O -8.65657 -3.16605 27.51756
H -10.86976 -3.69546 28.88006
H -11.34938 -2.08307 29.19129
H -9.71957 -2.62773 29.61666
H -9.78297 -1.41928 27.05030
H -10.51246 -2.91286 26.72662
H -7.93218 -2.71880 27.07390
C -4.06974 0.19068 24.32308
C -5.36441 0.68782 25.10863
O -5.36824 -0.19084 26.21228
H -3.65954 -0.74069 24.71344
H -3.32975 0.98826 24.25683
H -4.33219 -0.08905 23.30280
H -6.34393 0.65153 24.63186
H -5.26487 1.76690 25.22604
H -5.85607 0.20292 26.93931
C -6.67918 -4.64920 24.84555
C -5.88121 -3.65358 25.62321
O -6.65235 -2.59203 26.11875
H -7.53042 -4.16348 24.36851
H -7.20471 -5.36343 25.47944
H -6.02930 -5.29331 24.25321
H -5.07879 -3.32432 24.96306
H -5.41340 -4.13668 26.48103
H -6.13068 -1.84392 26.41839
C -7.69429 5.84993 32.71339
C -8.99807 5.49092 31.95045
O -8.81180 4.11687 31.69322
H -6.82167 5.58925 32.11448
H -7.75307 5.40172 33.70524
H -7.62772 6.91917 32.91436
H -8.85334 6.10241 31.05980
H -9.86836 5.87589 32.48195
H -8.85850 3.55081 32.46716
C -3.85851 4.10330 31.83401
C -4.85178 3.31836 31.06822
O -4.46027 1.91654 31.14056
H -3.81545 3.69034 32.84184
H -4.18537 5.12896 32.00505
H -2.86200 4.18651 31.40026
H -4.93039 3.70296 30.05136
H -5.83768 3.38150 31.52878
H -5.24133 1.41883 31.39318
C -7.82740 -1.38220 36.65925
C -6.92957 -1.49037 35.44435
O -5.69245 -1.89065 35.84526
H -8.82443 -1.02016 36.40834
H -7.38924 -0.68329 37.37174
H -8.08881 -2.29863 37.18834
H -6.94071 -0.50284 34.98309
H -7.46037 -2.22112 34.83414
H -5.60112 -2.79423 35.53413
C -2.36951 -0.38045 33.48022
C -1.73508 -0.10502 32.11364
O -1.96163 1.27394 31.88838
H -1.75307 -0.27204 34.37260
H -2.61197 -1.44303 33.46474
H -3.31200 0.07457 33.78483
H -2.24359 -0.63813 31.31033
H -0.67761 -0.36304 32.05631
H -2.89952 1.31721 31.68818
C -5.58241 -1.06510 29.66674
C -7.05521 -0.67900 29.49427
C -7.54810 -0.16757 30.83024
O -6.83334 1.02590 31.29383
C -6.92947 1.18009 32.75249
N -7.06472 0.42972 28.49663
H -5.29259 -1.65144 28.79477
H -5.30353 -1.60054 30.57429
H -4.90998 -0.20724 29.66908
H -7.55763 -1.56320 29.10201
H -7.59868 -1.03242 31.49173
H -8.55346 0.24938 30.77087
H -6.20226 0.58310 33.30285
H -7.83839 0.71942 33.13947
H -6.85071 2.22579 33.04983
H -7.96383 0.88975 28.50422
H -6.53422 1.15078 28.96433
*
```

Computed properties:
- E_HOMO (alpha / beta) (hartree) = 0.0212 / -0.2623
- lowest unoccupied orbital energy (alpha / beta) (eV) = 2.548 / 2.518
- ΔE to the lowest compared entry with this formula, charge and spin (eV) = 1.450
- HOMO-LUMO gap (alpha / beta) (Eh) = 0.072 / 0.355

Mulliken atomic charge list, values in e, 5 entries: number 1, C, carries -1.20; number 2, C, carries -0.21; number 3, O, carries -0.47; number 4, H, carries 0.32; number 5, H, carries 0.40



> Which of these has the lowest ΔE to the lowest compared entry with this formula, charge and spin?

C18H53AsF6O8



> Which of these has the highest ΔE to the lowest compared entry with this formula, charge and spin?

C18H53NO8



> ΔE to the lowest compared entry with this formula, charge and spin of number 2 (C18H53NO8)?

1.450 eV